Computed, not measured: C39H74F30N10O25S10 as an isolated structure in a non-equilibrium geometry, with wB97M-V/def2-TZVPD.

Output
Highest occupied orbital energy in eV: -9.46
E in eV: -297594.336
M in Da: 1973.7

```
! wB97M-V def2-TZVPD RIJCOSX def2/J DEFGRID3
* xyz 0 1
C 10.47 16.90 15.25
N 11.33 17.01 14.06
C 10.58 17.78 12.95
C 12.60 17.77 14.40
C 11.62 15.59 13.58
C 12.61 15.38 12.41
O 12.13 15.87 11.15
H 9.89 17.82 15.36
H 11.04 16.86 16.14
H 9.72 16.08 15.14
H 11.12 17.73 12.01
H 10.39 18.81 13.33
H 9.61 17.23 12.84
H 12.38 18.65 15.00
H 12.91 18.17 13.47
H 13.35 17.13 14.84
H 10.71 15.14 13.17
H 11.91 15.02 14.46
H 12.86 14.33 12.30
H 13.57 15.84 12.64
H 12.86 16.41 10.78
C 24.72 17.58 16.72
N 24.17 18.54 17.81
C 25.05 18.66 18.97
C 23.89 19.90 17.29
C 22.80 17.93 18.34
C 21.56 18.03 17.44
O 21.75 17.34 16.23
H 25.09 16.61 17.15
H 25.55 18.13 16.27
H 23.88 17.26 16.10
H 25.26 17.62 19.28
H 24.60 19.29 19.77
H 25.95 19.12 18.60
H 24.85 20.39 17.27
H 23.21 20.42 18.01
H 23.37 19.90 16.35
H 22.72 18.47 19.29
H 23.15 16.95 18.58
H 21.52 19.07 17.10
H 20.68 17.72 18.00
H 21.54 16.41 16.42
C 18.46 17.86 14.13
N 17.70 17.57 15.36
C 18.68 16.97 16.31
C 17.14 18.84 15.93
C 16.55 16.73 14.97
C 16.99 15.37 14.38
O 17.24 14.36 15.38
H 17.72 18.15 13.36
H 18.97 16.99 13.79
H 19.12 18.69 14.35
H 18.21 16.96 17.29
H 19.63 17.51 16.26
H 18.91 15.96 15.95
H 16.52 18.59 16.77
H 16.54 19.37 15.19
H 17.93 19.54 16.27
H 16.02 17.30 14.21
H 15.97 16.49 15.89
H 17.94 15.48 13.84
H 16.26 15.05 13.65
H 17.66 13.69 14.80
C 14.82 14.06 17.39
N 15.77 13.40 18.37
C 15.01 13.06 19.61
C 16.35 12.17 17.73
C 16.96 14.39 18.71
C 16.53 15.68 19.30
O 15.89 16.55 18.26
H 13.95 13.40 17.26
H 15.37 14.04 16.45
H 14.49 15.03 17.82
H 15.68 13.12 20.48
H 14.67 12.04 19.47
H 14.06 13.63 19.59
H 17.06 11.68 18.38
H 16.85 12.44 16.81
H 15.52 11.43 17.47
H 17.37 14.65 17.70
H 17.70 13.88 19.32
H 17.46 16.19 19.64
H 15.93 15.65 20.22
H 15.79 17.46 18.67
C 19.64 14.21 8.55
C 20.29 14.08 9.90
C 21.61 13.33 9.80
C 22.44 13.31 11.13
C 22.26 14.51 12.01
C 21.93 15.80 11.27
N 20.71 15.58 10.22
O 20.22 16.44 9.87
C 23.03 16.34 10.26
C 21.51 16.90 12.24
C 19.45 13.68 11.15
H 20.22 14.73 7.79
H 18.68 14.78 8.53
H 19.40 13.23 8.13
H 22.17 13.72 8.91
H 21.36 12.31 9.51
H 23.48 13.15 10.86
H 22.15 12.38 11.60
H 23.15 14.65 12.64
H 21.52 14.38 12.75
H 23.56 15.47 9.89
H 23.72 16.93 10.84
H 22.71 16.95 9.43
H 20.67 16.54 12.83
H 21.22 17.79 11.67
H 22.38 17.12 12.87
H 18.76 14.45 11.40
H 20.17 13.43 11.92
H 18.96 12.80 10.78
C 21.74 13.04 19.18
F 22.84 12.67 18.50
F 21.36 11.93 19.75
F 22.18 13.86 20.12
S 20.44 13.81 18.18
O 19.48 12.82 17.83
O 19.92 14.92 18.94
N 21.24 14.28 16.95
S 21.32 13.29 15.72
O 21.14 11.93 16.01
O 20.53 13.85 14.66
C 23.12 13.44 15.22
F 23.26 12.72 14.18
F 23.48 14.66 14.93
F 23.90 13.01 16.20
C 14.28 19.52 10.78
F 14.32 19.92 9.51
F 14.68 20.47 11.57
F 12.99 19.28 11.15
S 15.40 18.10 11.29
O 16.69 18.73 11.44
O 14.76 17.76 12.50
N 15.27 16.97 10.25
S 16.53 16.11 9.84
O 16.88 16.37 8.47
O 17.63 16.06 10.82
C 15.86 14.40 10.08
F 15.46 14.31 11.41
F 14.83 14.09 9.30
F 16.83 13.60 9.83
C 18.63 19.81 19.67
F 18.74 20.85 18.89
F 18.87 18.64 18.95
F 19.62 19.84 20.59
S 17.06 19.56 20.63
O 17.17 18.30 21.26
O 16.96 20.72 21.40
N 15.85 19.26 19.39
S 15.15 20.51 18.81
O 14.55 21.40 19.75
O 15.99 21.12 17.81
C 13.83 19.68 17.87
F 12.89 18.95 18.50
F 13.11 20.80 17.39
F 14.11 18.94 16.79
C 21.07 21.27 13.19
F 19.93 21.69 12.72
F 21.02 19.90 13.02
F 22.12 21.79 12.57
S 20.99 21.49 15.10
O 20.22 20.42 15.65
O 22.38 21.57 15.44
N 20.04 22.67 15.39
S 20.61 24.13 14.90
O 20.61 25.05 16.01
O 21.77 23.96 14.04
C 19.21 24.74 13.69
F 17.98 24.34 14.00
F 19.21 26.05 13.87
F 19.44 24.46 12.41
C 13.47 12.26 14.41
F 12.25 12.38 13.98
F 13.95 13.61 14.60
F 13.34 11.65 15.62
S 14.37 11.29 13.17
O 13.78 10.01 13.13
O 14.23 12.10 12.02
N 15.78 11.25 13.77
S 17.07 11.53 12.92
O 17.13 10.90 11.62
O 17.65 12.88 13.03
C 18.36 10.51 14.01
F 18.18 10.88 15.26
F 18.23 9.25 13.90
F 19.52 10.98 13.53
*
```